# C4H13N3

C4H13N3 in the gas phase (wB97M-V/def2-TZVPD, the OMol25 dataset).

Summary:
- Charge: 0
- Orbital gap: 10.05 eV
- Energy above the lowest of the compared OMol25 structures with the same formula, charge and spin: 12.1 kcal/mol
- LUMO energy: 1.07 eV
- SMILES: NCC[C@@H](N)CN

Structure (XYZ):
```
20
Properties=species:S:1:pos:R:3:forces:R:3:mulliken_charge:R:1
N -0.05045 1.17260 -1.22038 0.3 -0.5 0.1 -0.715
C -0.24742 -0.00008 -0.36572 -0.9 -0.3 0.0 0.613
C 0.99065 -0.44320 0.39348 -0.2 0.2 -0.1 -0.570
C 1.72211 0.66850 1.15590 -0.6 -0.1 -0.2 -1.089
N 0.87638 1.49472 2.01237 -0.2 0.0 0.3 -0.564
C -0.82355 -1.16816 -1.19996 0.0 0.2 0.0 -0.861
N -2.26289 -1.27343 -1.02560 -0.2 0.6 -0.1 -0.534
H 0.53805 1.85586 -0.76377 -0.3 0.2 -0.1 0.245
H -0.95679 1.55847 -1.45256 0.2 0.2 0.0 0.245
H -1.05160 0.18750 0.36142 0.2 0.2 0.2 0.085
H 0.62966 -1.19666 1.09726 0.2 -0.1 0.1 0.335
H 1.64199 -0.94497 -0.31562 0.4 -0.1 0.0 0.390
H 2.18769 1.33558 0.43548 0.4 0.0 0.0 0.414
H 2.47720 0.22047 1.79871 0.3 0.1 -0.2 0.382
H 0.31781 0.90484 2.62077 0.1 0.0 0.1 0.234
H 0.21110 2.04665 1.48226 0.1 -0.1 -0.1 0.278
H -0.30118 -2.09920 -0.97796 0.2 -0.2 0.1 0.297
H -0.63893 -0.92956 -2.24279 0.1 -0.1 -0.2 0.428
H -2.71460 -1.86631 -1.70200 0.0 -0.2 0.0 0.204
H -2.54523 -1.52363 -0.09130 0.1 -0.2 0.0 0.183
```
Positions in Å, forces in eV/Å.

***

# C34H35N4O3PRhS

A molecular structure, C34H35N4O3PRhS at a distorted geometry (wB97M-V/def2-TZVPD, the OMol25 dataset).

Summary:
- Charge: +1
- Orbital gap: 7.05 eV
- Energy above the lowest of the compared OMol25 structures with the same formula, charge and spin: 15.3 kcal/mol
- LUMO energy: -3.16 eV

Structure (XYZ):
```
79
Properties=species:S:1:pos:R:3:forces:R:3:mulliken_charge:R:1
Rh 0.18387 -0.00614 0.05655 -0.9 0.6 0.2 -0.899
C 2.60331 -0.41264 4.64047 0.0 0.0 -0.1 -1.526
C 1.44236 0.55331 4.67366 -0.1 0.0 0.1 1.113
C 1.36884 1.39360 5.78328 0.0 0.0 0.0 -1.060
C 0.35387 2.32064 5.95395 0.0 0.0 0.0 -0.852
C -0.64953 2.41600 5.00548 0.0 0.0 0.0 -0.937
C -0.61467 1.58797 3.89734 0.0 0.2 -0.1 -0.607
C 0.41993 0.67398 3.70843 -0.2 -0.2 -0.1 0.684
P 0.45722 -0.35752 2.21109 1.0 -0.2 0.0 3.420
C 2.22182 -0.32483 1.68386 0.0 0.0 0.1 0.880
C 2.91067 -1.51415 1.42334 0.0 -0.1 0.1 -1.171
C 4.21206 -1.50147 0.95644 0.0 0.0 0.0 -0.898
C 4.84048 -0.28667 0.72403 0.0 0.0 0.0 -0.929
C 4.15580 0.89736 0.94426 0.0 0.0 0.0 -0.975
C 2.84910 0.91199 1.42215 0.0 0.0 0.0 1.520
C 2.18222 2.24725 1.63833 0.0 0.0 0.0 -1.441
C 0.08769 -2.07850 2.51972 0.0 0.2 0.0 0.481
C 0.19610 -2.75774 3.72367 0.1 -0.1 0.0 -0.966
C 0.16983 -4.14446 3.70660 0.0 0.0 0.1 -0.927
C 0.05648 -4.82254 2.49925 0.0 0.0 -0.1 -0.720
C -0.10412 -4.13317 1.30413 -0.2 0.0 0.0 -0.832
C -0.14348 -2.74445 1.31761 0.1 0.2 0.0 0.215
C -0.55099 -1.89660 0.15452 -0.2 -0.2 0.0 0.143
H 2.96432 -0.56260 5.65666 0.0 0.0 0.0 0.592
H 3.43565 -0.03023 4.04692 0.0 0.0 0.0 0.232
H 2.34054 -1.38816 4.23631 0.0 0.0 0.0 0.230
H 2.14034 1.30805 6.53879 0.0 0.0 0.0 0.488
H 0.34782 2.95473 6.83079 0.0 0.0 0.0 0.412
H -1.46045 3.12238 5.11856 0.0 0.0 0.0 0.527
H -1.40150 1.68529 3.16788 0.1 0.0 0.1 0.175
H 2.43306 -2.46561 1.62301 0.0 0.0 0.0 0.282
H 4.73585 -2.43434 0.79221 0.0 0.0 0.0 0.482
H 5.86342 -0.25833 0.37054 0.0 0.0 0.0 0.423
H 4.64476 1.84286 0.74316 0.0 0.0 0.0 0.452
H 2.74344 3.02749 1.12662 0.0 0.0 0.0 0.537
H 2.12802 2.50804 2.69634 0.0 0.0 0.0 0.194
H 1.15705 2.28009 1.25577 0.0 0.0 0.0 0.093
H 0.32335 -2.21625 4.65259 0.0 0.0 0.0 0.669
H 0.25935 -4.70016 4.63026 0.0 0.0 0.0 0.470
H 0.07086 -5.90474 2.49450 0.0 0.0 0.0 0.447
H -0.24674 -4.67202 0.37520 0.0 0.0 0.0 0.511
H -1.62416 -1.74400 0.27988 0.0 0.1 -0.2 -0.671
H -0.39133 -2.38013 -0.81297 0.2 0.0 0.0 0.736
N -7.83273 -0.97065 -1.21250 0.0 0.0 -0.1 -0.482
C -6.67159 -0.56603 -0.61961 0.0 0.0 0.1 1.167
C -6.43394 0.79202 -0.36591 0.0 0.0 0.0 -0.872
C -5.25016 1.20197 0.20801 0.0 0.0 0.0 -0.384
C -4.28705 0.26087 0.55069 0.1 0.0 -0.1 -0.433
C -4.50716 -1.09187 0.30849 0.0 0.0 0.1 -0.516
C -5.68621 -1.50400 -0.27017 0.0 0.0 0.0 -1.049
S -2.78733 0.79001 1.26714 -0.1 -0.4 0.2 1.640
O -2.32299 -0.24224 2.17505 -0.1 0.1 -0.2 -0.731
O -2.96307 2.12298 1.76498 0.0 0.0 0.0 -0.795
N -1.64032 0.78312 0.08355 -0.1 0.0 -0.1 0.137
C -1.64001 1.71482 -0.92220 0.1 0.0 -0.1 0.495
N -0.46626 1.69330 -1.58369 0.1 0.0 0.1 -0.061
C -0.32926 2.54376 -2.59537 0.0 0.0 0.0 -0.036
C -1.34268 3.41417 -2.95054 0.1 0.0 -0.1 -0.834
C -2.50806 3.34212 -2.20256 0.0 0.0 0.0 -0.302
N -2.67413 2.49941 -1.18889 0.0 0.0 0.0 -0.372
H -8.59271 -0.32405 -1.31482 0.0 0.0 0.0 0.200
H -8.06493 -1.94595 -1.24217 0.0 0.0 0.0 0.201
H -7.18983 1.52392 -0.62233 0.0 0.0 0.0 0.297
H -5.06299 2.24883 0.39974 0.0 0.0 0.0 0.485
H -3.76978 -1.82469 0.60872 0.0 0.0 0.0 0.494
H -5.86427 -2.55791 -0.44421 0.0 0.0 0.0 0.305
H 0.61652 2.51631 -3.12434 0.0 0.0 0.0 0.489
H -1.23554 4.11063 -3.76763 0.0 0.0 0.0 0.404
H -3.34884 3.98880 -2.42855 0.0 0.0 0.0 0.445
C 3.72360 -1.29282 -2.76171 0.0 0.0 0.0 -1.299
C 2.29680 -1.03755 -2.38469 0.0 0.1 0.0 0.799
C 1.23380 -1.67383 -3.22707 0.0 0.0 -0.1 -1.136
O 2.02971 -0.31121 -1.44022 0.0 -0.3 0.1 -0.195
H 3.86383 -1.23185 -3.84126 0.0 0.0 0.0 0.457
H 3.96829 -2.31813 -2.46902 0.0 0.0 0.0 0.322
H 4.38231 -0.60536 -2.23880 0.0 0.0 0.0 0.266
H 1.18518 -1.11641 -4.16722 0.0 0.0 0.0 0.353
H 0.25971 -1.62698 -2.74773 0.0 0.0 0.0 0.160
H 1.49526 -2.69982 -3.48617 0.0 0.0 0.0 0.384
```
Positions in Å, forces in eV/Å.

***

# C3H8NO

2 unconnected molecules or ions with the total composition C3H8NO at a distorted geometry (wB97M-V/def2-TZVPD, the OMol25 dataset).

Summary:
- Charge: 0
- Expectation value of S²: 0.75
- Orbital gap (spin up / spin down): 7.24 / 9.89 eV
- Energy above the lowest of the compared OMol25 structures with the same formula, charge and spin: 33.1 kcal/mol
- 2S+1: 2
- LUMO energy (spin up / spin down): 0.67 / 0.66 eV

Structure (XYZ):
```
13
Properties=species:S:1:pos:R:3:forces:R:3:mulliken_spin:R:1
C 1.84549 1.45057 -1.24842 -0.3 0.0 0.0 0.774
N 1.62575 0.32614 -0.49731 0.5 -0.6 0.4 0.168
H 1.72439 1.33289 -2.31998 0.4 0.3 -0.1 0.025
H 1.77793 2.42572 -0.78760 -0.2 0.0 -0.1 0.017
H 1.02429 0.20793 0.29933 0.1 0.7 0.0 -0.007
H 2.25182 -0.45999 -0.55270 -0.1 -0.1 -0.5 0.020
C -1.81271 0.42450 0.83117 -0.1 1.2 -0.9 0.001
C -1.58663 -0.83134 0.47448 0.2 -0.6 2.6 -0.002
O -0.29712 -1.35298 0.46420 -0.1 0.1 -1.0 0.001
H -2.73794 0.83322 1.21764 -0.5 -0.6 -0.6 0.001
H -1.12438 1.24065 0.63032 0.6 -0.4 0.5 0.001
H -2.35240 -1.59523 0.57153 -0.1 0.1 -0.2 -0.001
H -0.23970 -2.09171 1.07762 -0.3 0.0 -0.1 0.000
```
Positions in Å, forces in eV/Å.